## w
Here is a structure of composition C38H52AsGeN4SSbScSe2 from the OMol25 dataset. Energies are from the ωB97M-V functional and the def2-TZVPD basis.

Atoms and positions in Å:
Sc1 -0.55277 0.62060 -0.47412
C1 -2.75192 4.83162 0.99618
N1 -1.66436 5.06857 0.04951
C2 -0.90031 6.21381 0.00369
C3 -0.03460 6.07122 -1.02232
N2 -0.27684 4.83764 -1.58900
C4 0.39147 4.35761 -2.79532
C5 -1.26664 4.23113 -0.92006
Se1 -2.09107 2.57430 -1.30713
H1 -2.98290 5.77049 1.49060
H2 -2.45106 4.09668 1.74139
H3 -3.63242 4.48123 0.46417
H4 -1.05346 7.03041 0.68727
H5 0.71221 6.74087 -1.41198
H6 1.46874 4.39107 -2.64706
H7 0.12007 4.99278 -3.63580
H8 0.07101 3.33908 -2.99339
C6 5.25555 -2.05401 -3.59936
C7 4.19317 -2.54581 -4.34191
C8 2.89142 -2.41663 -3.87064
C9 2.65915 -1.79140 -2.64957
C10 3.72808 -1.28035 -1.91167
C11 5.02418 -1.41963 -2.38360
Sb1 0.67761 -1.65488 -1.93365
C12 0.65860 -2.91960 -0.22545
C13 -0.38265 -3.81869 -0.00751
C14 -0.37010 -4.64396 1.10884
C15 0.68229 -4.57851 2.01107
C16 1.72491 -3.68652 1.79821
C17 1.71169 -2.85327 0.68717
C18 -0.42470 -2.72954 -3.35440
C19 -0.36346 -4.12206 -3.38578
C20 -1.07949 -4.81692 -4.35027
C21 -1.84536 -4.12800 -5.28345
C22 -1.89000 -2.74052 -5.26545
C23 -1.17906 -2.04019 -4.30067
H9 6.26744 -2.16533 -3.96493
H10 4.37344 -3.03928 -5.28742
H11 2.07170 -2.81547 -4.45622
H12 3.56630 -0.76961 -0.96792
H13 5.85567 -1.04144 -1.80323
H14 -1.18616 -3.91609 -0.72437
H15 -1.16952 -5.35783 1.25899
H16 0.70020 -5.24172 2.86570
H17 2.56162 -3.65507 2.48538
H18 2.55134 -2.18939 0.52269
H19 0.24234 -4.66937 -2.67314
H20 -1.03281 -5.89731 -4.37942
H21 -2.39795 -4.67550 -6.03511
H22 -2.46668 -2.20666 -6.00954
H23 -1.19895 -0.95470 -4.30650
N3 2.43950 1.48604 -2.58570
C24 2.33479 1.97098 -1.35167
N4 1.23983 1.87984 -0.59916
C25 1.40298 2.65032 0.57841
C26 0.41879 2.90706 1.52590
C27 0.74033 3.66937 2.63951
C28 2.02229 4.18884 2.80518
C29 2.99993 3.97247 1.84685
C30 2.66835 3.20841 0.73857
S1 3.66030 2.84165 -0.65283
H24 1.72199 0.88117 -2.95100
H25 3.34106 1.42216 -3.03394
H26 -0.60194 2.55364 1.39803
H27 -0.01642 3.87634 3.38603
H28 2.25422 4.78268 3.67838
H29 3.98842 4.39738 1.95924
C31 -3.39766 -2.55490 -1.23856
As1 -3.08401 -0.64585 -1.15536
C32 -4.36757 -0.15017 0.21985
C33 -4.00689 -0.02802 -2.74686
H30 -4.46485 -2.70233 -1.40073
H31 -3.10665 -3.01566 -0.29671
H32 -2.84137 -2.99388 -2.06524
H33 -5.35478 -0.49052 -0.09092
H34 -4.38333 0.93144 0.34382
H35 -4.11632 -0.63161 1.16406
H36 -4.99226 -0.49268 -2.76313
H37 -3.46022 -0.31978 -3.63884
H38 -4.12206 1.05394 -2.72465
C34 2.25419 -0.90510 5.60255
Ge1 0.40452 -0.82592 5.01184
C35 -0.60312 0.52632 5.99054
C36 -0.49019 -2.55217 5.02963
C37 0.58014 -0.27853 3.07996
Se2 -1.04271 -0.45566 2.00865
C38 -2.16222 0.91096 2.84891
H39 2.29670 -1.22783 6.64280
H40 2.72932 0.07387 5.53600
H41 2.82871 -1.61469 5.00697
H42 -0.45013 0.35628 7.05698
H43 -1.67432 0.46473 5.80449
H44 -0.25845 1.53813 5.77168
H45 -0.78202 -2.80289 6.04944
H46 0.17476 -3.33431 4.66661
H47 -1.39089 -2.54876 4.41329
H48 1.27901 -0.97197 2.61321
H49 0.95621 0.73813 2.96629
H50 -2.82108 0.42285 3.56024
H51 -2.75002 1.41306 2.08386
H52 -1.50983 1.61129 3.36406

Results
HOMO-LUMO gap ... 7.574 eV
Total charge ... +3

Löwdin atomic charge list, values in e, 99 entries:
1. Sc 0.353
2. C 0.009
3. N -0.104
4. C 0.009
5. C 0.008
6. N -0.093
7. C 0.007
8. C -0.617
9. Se 0.760
10. H 0.111
11. H 0.082
12. H 0.093
13. H 0.146
14. H 0.148
15. H 0.096
16. H 0.118
17. H 0.054
18. C -0.043
19. C -0.045
20. C -0.103
21. C -0.387
22. C -0.167
23. C -0.062
24. Sb 1.502
25. C -0.387
26. C -0.139
27. C -0.043
28. C -0.053
29. C -0.066
30. C -0.142
31. C -0.429
32. C -0.123
33. C -0.041
34. C -0.038
35. C -0.059
36. C -0.161
37. H 0.122
38. H 0.122
39. H 0.099
40. H 0.086
41. H 0.117
42. H 0.071
43. H 0.123
44. H 0.121
45. H 0.120
46. H 0.090
47. H 0.112
48. H 0.123
49. H 0.123
50. H 0.119
51. H 0.090
52. N 0.151
53. C -0.694
54. N -0.048
55. C -0.323
56. C -0.100
57. C -0.054
58. C -0.037
59. C -0.040
60. C -0.437
61. S 1.182
62. H 0.070
63. H 0.130
64. H 0.046
65. H 0.120
66. H 0.126
67. H 0.130
68. C -0.254
69. As 0.976
70. C -0.278
71. C -0.274
72. H 0.056
73. H 0.030
74. H 0.018
75. H 0.054
76. H 0.018
77. H 0.026
78. H 0.054
79. H 0.020
80. H 0.002
81. C -0.199
82. Ge 0.777
83. C -0.206
84. C -0.198
85. C -0.521
86. Se 0.865
87. C -0.328
88. H 0.038
89. H 0.029
90. H 0.023
91. H 0.038
92. H 0.017
93. H 0.021
94. H 0.038
95. H 0.012
96. H 0.013
97. H -0.004
98. H 0.008
99. H 0.046

## x
Here is a structure of composition C38H52AsGeN4SSbScSe2 from the OMol25 dataset. Energies are from the ωB97M-V functional and the def2-TZVPD basis.

Atoms and positions in Å:
Sc1 -0.09263 -0.26010 -0.57711
C1 -2.24855 1.66054 3.44222
N1 -2.48491 0.24777 3.70775
C2 -3.42958 -0.23833 4.58315
C3 -3.22963 -1.57078 4.68759
N2 -2.16677 -1.88729 3.87266
C4 -1.54124 -3.20148 3.80677
C5 -1.72341 -0.76887 3.27402
Se1 -0.20169 -0.65244 2.17078
H1 -2.91542 2.24520 4.06936
H2 -2.43628 1.89307 2.39767
H3 -1.21742 1.90917 3.68887
H4 -4.15177 0.38978 5.07492
H5 -3.75005 -2.30508 5.27758
H6 -1.88893 -3.78931 4.65120
H7 -0.46099 -3.09218 3.87022
H8 -1.79844 -3.71090 2.88166
C6 7.61706 -0.03741 -1.42512
C7 6.71936 0.98278 -1.71346
C8 5.36130 0.78787 -1.51876
C9 4.91574 -0.43088 -1.01878
C10 5.80142 -1.45886 -0.73196
C11 7.15953 -1.25127 -0.93317
Sb1 2.83601 -0.66132 -0.64388
C12 2.65645 0.75190 0.95906
C13 3.52865 0.74318 2.04448
C14 3.46400 1.75080 2.99503
C15 2.53514 2.77801 2.86526
C16 1.66173 2.79805 1.78874
C17 1.72569 1.78414 0.84397
C18 2.85115 -2.57530 0.31489
C19 3.05016 -3.69092 -0.50235
C20 3.12161 -4.96133 0.05161
C21 2.99229 -5.12352 1.42535
C22 2.80127 -4.01685 2.24126
C23 2.72737 -2.74306 1.69017
H9 8.67553 0.11400 -1.58753
H10 7.07759 1.93053 -2.09237
H11 4.66362 1.58579 -1.74659
H12 5.45712 -2.40773 -0.34090
H13 7.85593 -2.04573 -0.70054
H14 4.27346 -0.03945 2.13248
H15 4.15356 1.74972 3.82888
H16 2.50609 3.57625 3.59491
H17 0.95120 3.60710 1.67536
H18 1.04567 1.86237 -0.01708
H19 3.21479 -3.56793 -1.57091
H20 3.30178 -5.82147 -0.58029
H21 3.06341 -6.11183 1.85982
H22 2.72971 -4.13954 3.31456
H23 2.59138 -1.88778 2.34140
N3 0.55627 -2.92502 -2.92163
C24 0.18202 -1.75117 -3.50532
N4 0.10209 -0.61553 -2.84290
C25 -0.18198 0.44319 -3.72229
C26 -0.17649 1.79624 -3.39974
C27 -0.49032 2.71707 -4.38281
C28 -0.80581 2.30450 -5.67811
C29 -0.77703 0.96494 -6.02185
C30 -0.44510 0.04808 -5.03446
S1 -0.21924 -1.67623 -5.18327
H24 1.27273 -2.87213 -2.20848
H25 0.70188 -3.69217 -3.56393
H26 0.10941 2.12780 -2.40615
H27 -0.46648 3.77466 -4.15539
H28 -1.04620 3.04516 -6.42800
H29 -0.98587 0.64411 -7.03355
C31 -2.51974 -3.72736 -1.94036
As1 -1.62362 -2.67082 -0.56757
C32 -0.66150 -4.09493 0.35079
C33 -3.21946 -2.41467 0.54490
H30 -3.13442 -4.46676 -1.42917
H31 -1.80465 -4.23645 -2.57794
H32 -3.16355 -3.09556 -2.55091
H33 -1.37677 -4.82666 0.72506
H34 -0.05973 -3.69971 1.16617
H35 0.00069 -4.59159 -0.35797
H36 -3.46435 -3.35069 1.04471
H37 -4.05402 -2.15520 -0.10629
H38 -3.09511 -1.62371 1.28037
C34 -3.56837 6.27359 -1.07639
Ge1 -3.23665 4.67072 -0.01492
C35 -4.87756 3.67021 0.39158
C36 -2.12154 4.97453 1.57433
C37 -2.05374 3.42242 -1.11179
Se2 -2.09106 1.60525 -0.37809
C38 -3.54269 0.81812 -1.41861
H39 -4.14834 6.97718 -0.47910
H40 -4.14017 6.03272 -1.97115
H41 -2.63518 6.75664 -1.36170
H42 -5.44579 4.19885 1.15704
H43 -4.66563 2.66404 0.75678
H44 -5.50883 3.59780 -0.49444
H45 -2.70553 5.42803 2.37512
H46 -1.30731 5.65744 1.33026
H47 -1.69999 4.03641 1.94114
H48 -1.01540 3.75016 -1.04248
H49 -2.31199 3.32699 -2.16556
H50 -3.87963 1.56414 -2.13347
H51 -4.35886 0.56083 -0.74979
H52 -3.18851 -0.06460 -1.94554

Results
HOMO-LUMO gap ... 6.823 eV
Total charge ... +3

Löwdin atomic charge list, values in e, 99 entries:
1. Sc 0.444
2. C -0.013
3. N -0.096
4. C 0.005
5. C 0.004
6. N -0.107
7. C 0.007
8. C -0.627
9. Se 0.746
10. H 0.112
11. H 0.022
12. H 0.098
13. H 0.144
14. H 0.146
15. H 0.112
16. H 0.086
17. H 0.072
18. C -0.042
19. C -0.054
20. C -0.128
21. C -0.374
22. C -0.110
23. C -0.049
24. Sb 1.526
25. C -0.435
26. C -0.099
27. C -0.028
28. C -0.034
29. C -0.067
30. C -0.239
31. C -0.406
32. C -0.176
33. C -0.061
34. C -0.047
35. C -0.057
36. C -0.146
37. H 0.122
38. H 0.119
39. H 0.101
40. H 0.094
41. H 0.120
42. H 0.116
43. H 0.125
44. H 0.124
45. H 0.108
46. H 0.043
47. H 0.101
48. H 0.121
49. H 0.121
50. H 0.118
51. H 0.068
52. N 0.108
53. C -0.699
54. N -0.067
55. C -0.317
56. C -0.062
57. C -0.054
58. C -0.039
59. C -0.045
60. C -0.437
61. S 1.186
62. H 0.043
63. H 0.120
64. H 0.073
65. H 0.121
66. H 0.125
67. H 0.129
68. C -0.259
69. As 1.040
70. C -0.278
71. C -0.269
72. H 0.052
73. H 0.024
74. H 0.039
75. H 0.049
76. H -0.006
77. H 0.031
78. H 0.046
79. H 0.038
80. H -0.002
81. C -0.197
82. Ge 0.802
83. C -0.209
84. C -0.200
85. C -0.516
86. Se 0.855
87. C -0.303
88. H 0.036
89. H 0.030
90. H 0.030
91. H 0.034
92. H -0.008
93. H 0.033
94. H 0.035
95. H 0.032
96. H -0.016
97. H 0.021
98. H 0.018
99. H 0.051

Which is the most stable structure? w is the most stable.

## w
Here is the molecule C3H2N2 from the OMol25 dataset. Energies are from the ωB97M-V functional and the def2-TZVPD basis.

Atoms and positions in Å:
C1 0.78013 -0.04776 -0.04983
C2 -0.40611 0.66278 -0.60534
N1 -1.29220 0.54082 0.50019
N2 -1.40706 -0.58714 -0.48028
C3 -0.43815 -0.58704 0.49016
H1 1.50348 -0.55219 -0.55773
H2 1.25991 0.57053 0.70285

Results
SMILES ... C1[C@]23N4N2[C@@]143
HOMO-LUMO gap ... 10.576 eV

Just the Löwdin charges please, in e? Sure, here they are:
1. C -0.038
2. C -0.052
3. N 0.050
4. N 0.119
5. C -0.266
6. H 0.074
7. H 0.111

## x
Here is a structure of composition C3H2N2 from the OMol25 dataset. Energies are from the ωB97M-V functional and the def2-TZVPD basis.

Atoms and positions in Å:
C1 -0.18550 0.32669 -1.05978
C2 0.16555 0.22141 1.03923
C3 -0.24364 -0.93080 -0.51559
N1 -0.17734 -1.53349 0.52322
N2 0.16046 1.01710 0.05238
H1 -0.35378 0.72888 -2.02979
H2 0.63424 0.17023 1.99035

Results
HOMO-LUMO gap ... 7.828 eV

Just the Löwdin charges please, in e? Sure, here they are:
1. C -0.166
2. C -0.027
3. C -0.166
4. N 0.158
5. N 0.023
6. H 0.086
7. H 0.093

## y
Here is a structure of composition C3H2N2 from the OMol25 dataset. Energies are from the ωB97M-V functional and the def2-TZVPD basis.

Atoms and positions in Å:
C1 -0.01172 1.39736 0.11703
C2 1.19517 0.79030 0.13096
C3 -0.65355 0.00312 0.00293
N1 1.54218 -0.53987 -0.04958
N2 0.44361 -1.07150 -0.17112
H1 -1.19985 -0.40371 0.84556
H2 -1.31584 -0.17570 -0.87577

Results
HOMO-LUMO gap (spin up / spin down) ... 8.074 / 8.076 eV

Just the Löwdin charges please, in e? Sure, here they are:
1. C -0.010
2. C 0.029
3. C -0.234
4. N -0.020
5. N 0.000
6. H 0.110
7. H 0.125

Which is the most stable structure? x is the most stable.